Here is a molecular structure, C36H47FN10O2RbS3Se from the Open Molecules 2025 dataset. Energies are from ωB97M-V with the def2-TZVPD basis set.

Calculated values
HOMO level: -1.87 eV
Frontier orbital gap: 0.1033 Ha
Total charge: -1
Molecular weight: 931.467 g mol⁻¹
ΔE to the lowest compared entry with this formula, charge and spin: 236.9 kJ/mol
Energy: -5817.92786 Eh
2S+1: 1

Each line ends with the Löwdin charge.
CARTESIAN COORDINATES (ANGSTROEM)
Rb: 3.857 -19.983 1.554  0.688
N: 0.965 -19.486 3.846  0.097
C: 2.064 -19.595 4.654  -0.642
N: 3.244 -20.018 4.255  -0.004
C: 4.173 -19.827 5.295  -0.346
C: 3.657 -19.357 6.456  -0.416
S: 1.976 -19.134 6.403  1.013
C: 5.559 -20.057 5.096  -0.361
C: 6.444 -19.935 6.167  -0.392
S: 8.083 -19.894 5.634  1.003
C: 7.501 -20.279 4.017  -0.658
N: 6.170 -20.241 3.885  0.088
N: 8.379 -20.485 3.029  0.097
H: 1.102 -19.868 2.916  0.067
H: 0.095 -19.654 4.340  0.097
H: 4.204 -19.112 7.365  0.071
H: 6.135 -19.837 7.220  0.067
H: 9.326 -20.578 3.248  0.065
H: 8.043 -20.745 2.060  0.061
C: 6.316 -15.919 1.426  -0.019
C: 6.007 -16.954 0.366  -0.377
O: 5.920 -18.187 0.688  -0.171
C: 5.766 -16.478 -0.986  -0.135
C: 6.080 -15.192 -1.361  -0.077
C: 5.475 -14.567 -2.470  -0.136
C: 4.655 -15.259 -3.324  -0.126
C: 4.413 -16.600 -3.066  -0.028
C: 5.002 -17.291 -1.937  -0.369
O: 4.829 -18.568 -1.874  -0.142
H: 6.212 -16.312 2.412  0.068
H: 5.707 -15.037 1.233  0.078
H: 7.352 -15.494 1.326  0.102
H: 6.740 -14.620 -0.762  0.087
H: 5.718 -13.476 -2.585  0.099
H: 4.187 -14.767 -4.160  0.092
H: 3.741 -17.167 -3.674  0.091
C: 1.655 -18.249 -0.791  -0.121
N: 0.704 -19.015 0.001  -0.278
C: -0.356 -18.192 0.538  -0.118
C: 0.208 -20.219 -0.713  -0.181
C: -0.224 -21.336 0.231  -0.208
N: 0.894 -22.074 0.834  -0.271
C: 1.760 -22.741 -0.150  -0.139
C: 0.464 -23.012 1.908  -0.071
H: 1.287 -17.917 -1.782  0.096
H: 2.597 -18.806 -1.049  0.064
H: 2.032 -17.415 -0.200  0.082
H: -1.076 -17.806 -0.197  0.081
H: 0.165 -17.333 1.033  0.095
H: -0.956 -18.733 1.278  0.067
H: 1.029 -20.617 -1.379  0.116
H: -0.591 -19.940 -1.410  0.116
H: -0.949 -22.017 -0.266  0.122
H: -0.721 -20.894 1.120  0.102
H: 1.205 -23.377 -0.877  0.085
H: 2.573 -23.341 0.317  0.071
H: 2.358 -22.014 -0.769  0.031
H: -0.221 -23.724 1.449  0.080
H: -0.057 -22.459 2.668  0.062
H: 1.344 -23.468 2.336  0.054
Se: 7.824 -20.060 -1.145  1.208
N: 7.989 -21.255 0.295  -0.229
C: 8.477 -22.455 -0.083  -0.294
C: 8.685 -23.685 0.648  -0.006
C: 9.216 -24.752 -0.011  -0.067
C: 9.659 -24.645 -1.372  -0.099
C: 9.485 -23.573 -2.152  -0.058
C: 8.829 -22.465 -1.555  -0.349
N: 8.356 -21.392 -2.221  -0.290
H: 8.388 -23.757 1.688  0.116
H: 9.283 -25.731 0.482  0.117
H: 10.212 -25.515 -1.724  0.104
H: 9.886 -23.483 -3.171  0.120
F: 6.354 -28.379 3.136  -0.043
C: 5.683 -27.177 3.114  -0.333
C: 6.096 -26.243 4.058  -0.090
C: 5.464 -25.023 4.090  -0.087
C: 4.502 -24.607 3.063  -0.363
C: 3.889 -23.392 3.068  -0.110
C: 4.189 -25.638 2.077  -0.089
C: 4.700 -26.922 2.139  -0.072
H: 6.876 -26.422 4.756  0.087
H: 5.704 -24.339 4.927  0.094
H: 4.002 -22.737 3.909  -0.003
H: 3.428 -22.933 2.219  -0.043
H: 3.487 -25.374 1.262  0.088
H: 4.454 -27.695 1.412  0.097
C: 6.247 -20.629 -4.468  -0.109
N: 5.140 -21.046 -3.619  -0.063
C: 4.769 -22.376 -3.484  -0.850
S: 3.158 -22.805 -3.375  0.614
N: 5.757 -23.299 -3.597  -0.073
C: 5.605 -24.724 -3.603  -0.118
H: 6.382 -19.547 -4.379  0.085
H: 6.127 -20.935 -5.505  0.080
H: 7.206 -21.015 -4.089  0.027
H: 4.339 -20.416 -3.455  0.099
H: 6.740 -22.961 -3.604  0.118
H: 4.529 -24.974 -3.644  0.036
H: 5.963 -25.166 -2.622  0.104
H: 6.143 -25.049 -4.480  0.073